A 2-piece molecular cluster, C4H7NO overall in a non-equilibrium geometry. Source: the OMol25 dataset; level of theory: ωB97M-V/def2-TZVPD.

Computed properties:
* energy relative to the best compared isomer or geometry (same formula, charge and spin): 68.5 kcal per mole
* LUMO: 0.86 eV
* SMILES string: C1CN1.C=C=O
* total energy: -286.5224 Eh
* highest occupied orbital energy: -9.491 eV
* HOMO-LUMO gap: 10.3 eV

The geometry in ORCA input format:
```
! wB97M-V def2-TZVPD RIJCOSX def2/J DEFGRID3
* xyz 0 1
C -0.504 -0.477 -1.170
C -1.504 -0.234 -0.102
N -1.868 -0.084 -1.508
H 0.297 0.248 -1.306
H -0.242 -1.497 -1.442
H -1.399 0.660 0.509
H -1.969 -1.078 0.401
H -1.895 0.900 -1.758
C 2.120 -0.165 1.214
C 1.432 0.952 1.196
O 0.825 1.950 1.179
H 1.673 -1.068 0.821
H 3.118 -0.167 1.631
*
```

***

A 2-piece molecular cluster, C4H2F2O overall in a non-equilibrium geometry. Source: the OMol25 dataset; level of theory: ωB97M-V/def2-TZVPD.

Computed properties:
* energy relative to the best compared isomer or geometry (same formula, charge and spin): 133.1 kcal per mole
* LUMO (spin up / spin down): -1.73 / -1.73 eV
* total energy: -428.3418 Eh
* highest occupied orbital energy (spin up / spin down): -9.507 / -9.504 eV
* HOMO-LUMO gap (spin up / spin down): 7.8 / 7.8 eV

The geometry in ORCA input format:
```
! wB97M-V def2-TZVPD RIJCOSX def2/J DEFGRID3
* xyz 0 1
C 2.723 0.193 0.201
C 1.577 0.378 0.475
C -1.047 0.800 0.141
C -1.314 -0.555 -0.262
O -1.437 1.885 0.242
F -2.601 -0.696 -0.661
F -1.093 -1.379 0.795
H 3.715 0.366 -0.002
H -0.522 -0.991 -0.932
*
```

***

A 4-piece molecular cluster, C12H16F6N2O4 overall in a non-equilibrium geometry. Source: the OMol25 dataset; level of theory: ωB97M-V/def2-TZVPD.

Computed properties:
* LUMO (spin up / spin down): -5.37 / -10.55 eV
* total energy: -1476.1123 Eh
* highest occupied orbital energy (spin up / spin down): -14.215 / -14.132 eV
* HOMO-LUMO gap (spin up / spin down): 8.8 / 3.6 eV

The geometry in ORCA input format:
```
! wB97M-V def2-TZVPD RIJCOSX def2/J DEFGRID3
* xyz 1 2
C 6.673 -27.273 -29.418
C 8.145 -26.789 -29.772
O 8.114 -25.415 -29.455
C 9.287 -24.646 -29.565
O 10.406 -25.077 -29.890
C 9.032 -23.165 -29.254
F 9.259 -22.487 -30.415
F 7.755 -22.970 -28.894
F 9.817 -22.669 -28.325
H 6.398 -26.999 -28.399
H 6.488 -28.303 -29.723
H 5.871 -26.788 -29.975
H 8.395 -27.007 -30.811
H 8.908 -27.298 -29.182
C 9.679 -31.221 -27.261
C 8.633 -30.090 -27.398
O 8.695 -29.198 -26.341
C 9.649 -28.222 -26.356
O 10.508 -28.081 -27.255
C 9.623 -27.289 -25.107
F 9.255 -26.043 -25.574
F 8.761 -27.711 -24.203
F 10.827 -27.195 -24.640
H 9.513 -31.975 -28.031
H 9.440 -31.785 -26.359
H 10.732 -30.942 -27.294
H 7.627 -30.510 -27.421
H 8.686 -29.588 -28.364
C 12.954 -27.836 -29.746
C 11.705 -28.560 -30.052
N 10.785 -29.199 -30.279
H 13.398 -28.200 -28.820
H 12.828 -26.756 -29.661
H 13.762 -28.043 -30.448
C 8.652 -32.219 -31.378
C 7.558 -31.475 -30.785
N 6.700 -30.874 -30.300
H 8.422 -32.398 -32.428
H 8.902 -33.135 -30.843
H 9.528 -31.572 -31.422
*
```

***

An isolated molecule of C5H8N2O2 in a non-equilibrium geometry. Source: the OMol25 dataset; level of theory: ωB97M-V/def2-TZVPD.

Computed properties:
* energy relative to the best compared isomer or geometry (same formula, charge and spin): 99.5 kcal per mole
* LUMO: 0.64 eV
* SMILES string: C[C@H]1N(N=C=O)[C@]1(C)O
* total energy: -455.1999 Eh
* highest occupied orbital energy: -9.080 eV
* HOMO-LUMO gap: 9.7 eV

The geometry in ORCA input format:
```
! wB97M-V def2-TZVPD RIJCOSX def2/J DEFGRID3
* xyz 0 1
C -1.017 0.893 -1.833
C 0.122 0.317 -0.852
N 0.262 0.954 0.512
N 1.517 1.325 0.947
C 2.590 0.822 1.129
O 3.687 0.643 1.440
C 0.005 -0.498 0.416
C -1.396 -0.898 0.909
O 1.089 -1.357 0.733
H -1.770 0.108 -1.769
H -0.507 0.873 -2.767
H -1.187 1.804 -1.311
H 1.031 0.093 -1.363
H -1.507 -0.375 1.800
H -1.477 -1.988 1.056
H -2.020 -0.546 0.058
H 0.580 -2.169 0.895
*
```

***

C9H15IN4S2W as an isolated structure in a non-equilibrium geometry. Source: the OMol25 dataset; level of theory: ωB97M-V/def2-TZVPD.

Computed properties:
* energy relative to the best compared isomer or geometry (same formula, charge and spin): 3.4 kcal per mole
* LUMO (spin up / spin down): -8.05 / -10.82 eV
* total energy: -1731.4289 Eh
* highest occupied orbital energy (spin up / spin down): -14.674 / -14.689 eV
* HOMO-LUMO gap (spin up / spin down): 6.6 / 3.9 eV

The geometry in ORCA input format:
```
! wB97M-V def2-TZVPD RIJCOSX def2/J DEFGRID3
* xyz 2 3
C -1.060 -2.654 -0.127
C -1.435 -1.241 -2.086
H -0.288 -3.374 -0.385
H -1.999 -2.964 -0.583
H -1.211 -2.716 0.960
H -1.206 -0.429 -2.783
H -1.169 -2.162 -2.593
H -2.513 -1.222 -1.918
W -0.396 -0.655 -0.334
C -2.016 0.081 0.604
H -2.463 0.934 0.086
H -1.688 0.426 1.588
H -2.779 -0.688 0.749
I 1.777 -1.645 -1.802
N 1.318 -2.297 2.375
C 1.614 -0.990 2.187
N 1.082 -0.207 1.220
C 1.694 1.068 1.219
C 2.631 1.219 2.217
S 2.811 -0.206 3.191
C 1.257 1.947 0.183
C 1.634 3.226 -0.165
S 0.733 3.847 -1.514
C -0.172 2.352 -1.543
N 0.245 1.425 -0.652
N -1.212 2.189 -2.395
H 1.775 -2.767 3.146
H 0.785 -2.852 1.699
H 3.191 2.139 2.371
H 2.411 3.779 0.359
H -1.415 2.959 -3.024
H -1.935 1.478 -2.252
*
```

***

C4H8N2O2 as an isolated structure in a non-equilibrium geometry. Source: the OMol25 dataset; level of theory: ωB97M-V/def2-TZVPD.

Computed properties:
* energy relative to the best compared isomer or geometry (same formula, charge and spin): 220.6 kcal per mole
* LUMO: 0.24 eV
* total energy: -416.9043 Eh
* highest occupied orbital energy: -9.127 eV
* HOMO-LUMO gap: 9.4 eV

The geometry in ORCA input format:
```
! wB97M-V def2-TZVPD RIJCOSX def2/J DEFGRID3
* xyz 0 1
C 1.554 -0.885 -1.490
C 0.518 -1.339 -0.371
C -0.966 -0.164 1.301
C -1.428 1.107 1.567
H 1.940 0.170 -0.986
H 2.675 -1.628 -1.816
H 0.933 -0.807 -2.530
H -0.509 1.123 -1.583
H 0.960 0.936 -0.671
H -2.676 1.057 1.019
H -0.728 2.299 1.085
H -1.083 1.274 3.046
N -0.365 -0.420 -0.010
N -0.078 0.894 -0.545
O 0.408 -2.464 0.104
O -1.154 -1.153 1.880
*
```

***

An isolated molecule of C6H6N2O4 in a non-equilibrium geometry. Source: the OMol25 dataset; level of theory: ωB97M-V/def2-TZVPD.

Computed properties:
* energy relative to the best compared isomer or geometry (same formula, charge and spin): 184.0 kcal per mole
* LUMO: -1.39 eV
* total energy: -642.3851 Eh
* highest occupied orbital energy: -9.905 eV
* HOMO-LUMO gap: 8.5 eV

The geometry in ORCA input format:
```
! wB97M-V def2-TZVPD RIJCOSX def2/J DEFGRID3
* xyz 0 1
C -0.774 1.723 -0.127
C -1.038 1.014 0.975
C 1.093 0.297 -0.995
C 1.104 -0.564 -0.012
C -0.068 1.191 -1.327
C -0.805 -0.402 1.111
N 2.034 -1.440 0.567
N -1.440 -1.328 0.220
O 2.854 -1.893 -0.208
O 1.970 -1.652 1.755
O -1.414 -2.498 0.536
O -1.960 -0.898 -0.791
H -1.014 2.775 -0.144
H -1.418 1.512 1.858
H 1.966 0.409 -1.632
H -0.776 0.578 -1.900
H 0.268 2.007 -1.965
H -0.581 -0.832 2.078
*
```